A cluster of 5 separate species, C24H48N2O9P in total, computed with ωB97M-V/def2-TZVPD.

Each atom is followed by the atoms it is bonded to, with distances in Å.
Geometry (Å):
1 C 2.26320 -2.88861 -1.58066  C2 1.670, H13 1.184, H14 1.170, H15 1.191
2 C 1.78145 -2.34955 -0.07558  C1 1.670, N3 1.401, C4 1.640
3 N 1.63235 -3.36751 0.87527  C2 1.401, H16 1.062
4 C 1.54055 -0.77668 0.31995  C2 1.640, C5 1.640, H17 1.175, H18 1.188
5 C 0.07208 -0.17297 -0.08942  C4 1.640, C6 1.664, N12 1.543, H19 1.193
6 C -0.31040 -0.08548 -1.70635  C5 1.664, C7 1.644, H20 1.188, H21 1.193
7 C -1.94531 -0.00790 -1.54792  C6 1.644, C8 1.640, H22 1.171, H23 1.186
8 C -2.29618 -0.78347 -0.14651  C7 1.640, P9 1.912, N12 1.398
9 P -4.04952 -1.46003 0.20461  C8 1.912, C10 1.941, O11 1.754
10 C -4.47657 -2.67996 -1.24284  P9 1.941, H24 1.185, H25 1.186, H26 1.171
11 O -3.97445 -2.49125 1.62094  P9 1.754, H27 1.006
12 N -1.13357 -0.81443 0.62844  C5 1.543, C8 1.398, H28 1.054
13 H 1.44851 -3.59371 -2.07195  C1 1.184
14 H 2.52171 -1.94162 -2.21787  C1 1.170
15 H 3.24089 -3.54091 -1.39011  C1 1.191
16 H 1.86963 -4.28907 0.40449  N3 1.062
17 H 2.44114 -0.15858 -0.11422  C4 1.175
18 H 1.62491 -0.70064 1.50225  C4 1.188
19 H 0.14846 0.97846 0.21495  C5 1.193
20 H -0.03338 -1.04747 -2.34677  C6 1.188
21 H -0.03632 0.96581 -2.20024  C6 1.193
22 H -2.62208 -0.15338 -2.49232  C7 1.171
23 H -2.15974 1.12345 -1.26216  C7 1.186
24 H -4.57381 -3.79717 -0.85900  C10 1.185
25 H -5.54684 -2.38190 -1.65775  C10 1.186
26 H -3.72137 -2.60288 -2.13384  C10 1.171
27 H -3.39583 -1.98276 2.26859  O11 1.006
28 H -1.13549 -1.24575 1.59006  N12 1.054
29 O -8.10407 -0.55143 6.46570  C30 1.228
30 C -7.74305 -1.38710 5.64120  O29 1.228, O31 1.351, C34 1.503
31 O -7.38840 -1.01440 4.39196  C30 1.351, C32 1.440
32 C -6.78854 -1.88447 3.41407  O31 1.440, C33 1.516, H35 1.094, H36 1.096
33 C -7.84681 -2.66657 2.66175  C32 1.516, H37 1.094, H38 1.093, H39 1.095
34 C -7.77414 -2.85207 5.97710  C30 1.503, H40 1.093, H41 1.095, H42 1.089
35 H -6.03240 -2.52888 3.87226  C32 1.094
36 H -6.25458 -1.23622 2.70942  C32 1.096
37 H -8.41775 -3.31751 3.33064  C33 1.094
38 H -7.39063 -3.28444 1.88431  C33 1.093
39 H -8.56630 -1.98529 2.19504  C33 1.095
40 H -8.78853 -3.23239 5.83062  C34 1.093
41 H -7.48986 -2.97301 7.02811  C34 1.095
42 H -7.07071 -3.45197 5.40208  C34 1.089
43 O 4.47085 0.19329 -0.88619  C44 1.228
44 C 5.49117 -0.45559 -0.67090  O43 1.228, O45 1.351, C48 1.503
45 O 5.44400 -1.80233 -0.57413  C44 1.351, C46 1.440
46 C 6.59689 -2.66165 -0.49990  O45 1.440, C47 1.516, H49 1.094, H50 1.096
47 C 7.09507 -2.77931 0.92684  C46 1.516, H51 1.094, H52 1.093, H53 1.095
48 C 6.79935 0.24171 -0.42117  C44 1.503, H54 1.093, H55 1.095, H56 1.089
49 H 7.37647 -2.33463 -1.19435  C46 1.094
50 H 6.26974 -3.64878 -0.84692  C46 1.096
51 H 7.41801 -1.81131 1.32152  C47 1.094
52 H 7.93593 -3.47481 0.98616  C47 1.093
53 H 6.29423 -3.13608 1.58336  C47 1.095
54 H 6.84654 0.55182 0.62606  C48 1.093
55 H 6.84857 1.12732 -1.06409  C48 1.095
56 H 7.67374 -0.35910 -0.66573  C48 1.089
57 O -3.58113 1.64127 0.59797  C58 1.228
58 C -3.59366 2.78669 1.04105  O57 1.228, O59 1.351, C62 1.503
59 O -3.53850 3.84872 0.20779  C58 1.351, C60 1.440
60 C -3.72288 5.21895 0.60980  O59 1.440, C61 1.516, H63 1.094, H64 1.096
61 C -2.42664 5.81258 1.12456  C60 1.516, H65 1.094, H66 1.093, H67 1.095
62 C -3.57993 3.03023 2.52444  C58 1.503, H68 1.093, H69 1.095, H70 1.089
63 H -4.54428 5.31136 1.32654  C60 1.094
64 H -4.03470 5.76540 -0.28799  C60 1.096
65 H -2.06800 5.28592 2.01400  C61 1.094
66 H -2.55855 6.86761 1.37716  C61 1.093
67 H -1.63934 5.72597 0.36807  C61 1.095
68 H -2.55168 2.96342 2.88958  C62 1.093
69 H -4.18742 2.25769 3.00837  C62 1.095
70 H -4.01274 3.98476 2.81923  C62 1.089
71 O 7.75259 2.41656 -2.60294  C72 1.228
72 C 6.95328 2.55641 -3.52490  O71 1.228, O73 1.351, C76 1.503
73 O 5.64669 2.79197 -3.27464  C72 1.351, C74 1.440
74 C 4.66921 3.14232 -4.27208  O73 1.440, C75 1.516, H77 1.094, H78 1.096
75 C 4.10866 1.90318 -4.94136  C74 1.516, H79 1.094, H80 1.093, H81 1.095
76 C 7.39570 2.37909 -4.95065  C72 1.503, H82 1.093, H83 1.095, H84 1.089
77 H 5.07832 3.86124 -4.98814  C74 1.094
78 H 3.86021 3.66032 -3.74380  C74 1.096
79 H 4.88690 1.34387 -5.46919  C75 1.094
80 H 3.32868 2.17095 -5.65846  C75 1.093
81 H 3.68402 1.22399 -4.19437  C75 1.095
82 H 7.40057 1.31356 -5.19501  C76 1.093
83 H 8.41073 2.77871 -5.05107  C76 1.095
84 H 6.78501 2.91841 -5.67282  C76 1.089

As for the electronic energy: -2070.9109 Ha. The value obtained for the HOMO energy is -11.7 eV. The frontier orbital gap comes out at 7.90 eV. As for the net charge: +1. The multiplicity is 1.

These are the Löwdin partial charges, in e, on atoms 1 to 6: number 1, C, carries -0.09; number 2, C, carries -0.29; number 3, N, carries 0.05; number 4, C, carries -0.10; number 5, C, carries -0.24; number 6, C, carries -0.10

A cluster of 3 separate species, C24H48N3O4 in total, computed with ωB97M-V/def2-TZVPD.

Each atom is followed by the atoms it is bonded to, with distances in Å.
Geometry (Å):
1 C 2.34104 4.09212 -1.45818  C2 1.609, H24 1.156, H25 1.143, H26 1.160
2 C 2.07183 4.16197 0.12663  C1 1.609, C3 1.608, H27 1.162, H28 1.163
3 C 3.39012 4.11177 1.04642  C2 1.608, C4 1.610, H29 1.143, H30 1.163
4 C 4.46631 2.98599 0.63827  C3 1.610, C5 1.624, H31 1.162, H32 1.143
5 C 4.42439 1.66183 1.57792  C4 1.624, C6 1.614, H33 1.157, H34 1.148
6 C 3.44080 0.59570 0.87008  C5 1.614, C7 1.612, H35 1.155, H36 1.146
7 C 4.24744 -0.08884 -0.34648  C6 1.612, C8 1.633, H37 1.150, H38 1.145
8 C 3.31152 -1.31541 -0.88211  C7 1.633, C9 1.629, H39 1.148, H40 1.161
9 C 1.92434 -0.74565 -1.51760  C8 1.629, C10 1.611, H41 1.158, H42 1.143
10 C 0.74434 -1.77434 -1.13548  C9 1.611, C11 1.597, H43 1.152, H44 1.151
11 C -0.48596 -1.12897 -0.34735  C10 1.597, N12 1.435, N20 1.455
12 N -1.06847 0.18232 -0.35329  C11 1.435, C13 1.462, H45 1.030
13 C -2.22798 0.23062 0.53560  N12 1.462, C14 1.595, C18 1.545
14 C -3.23501 1.40181 0.93168  C13 1.595, C15 1.607, H46 1.147, H47 1.161
15 C -3.66286 2.37096 -0.27639  C14 1.607, C16 1.640, O17 1.452, H48 1.157
16 C -3.61400 3.91619 0.27005  C15 1.640, H49 1.154, H50 1.151, H51 1.153
17 O -2.78723 2.33406 -1.43434  C15 1.452, H52 0.989
18 C -2.32163 -1.18379 1.14987  C13 1.545, C19 1.598, N20 1.466
19 C -3.30771 -1.83341 2.22602  C18 1.598, H53 1.155, H54 1.161, H55 1.155
20 N -1.22119 -1.97028 0.58515  C11 1.455, C18 1.466, O21 1.352
21 O -0.92219 -3.25796 0.86809  N20 1.352, C22 1.445
22 C 0.05378 -3.17343 1.93086  O21 1.445, N23 1.213
23 N 0.93744 -2.98514 2.74030  C22 1.213
24 H 1.45709 4.59592 -2.00703  C1 1.156
25 H 3.35727 4.49175 -1.79486  C1 1.143
26 H 2.29017 2.97540 -1.76635  C1 1.160
27 H 1.27399 3.39357 0.47767  C2 1.162
28 H 1.57968 5.19705 0.32445  C2 1.163
29 H 3.91578 5.12257 1.14326  C3 1.143
30 H 3.02704 3.83860 2.11651  C3 1.163
31 H 5.51284 3.45635 0.82419  C4 1.162
32 H 4.45607 2.67733 -0.46242  C4 1.143
33 H 5.47773 1.18416 1.59794  C5 1.157
34 H 4.00667 1.86586 2.62753  C5 1.148
35 H 3.10221 -0.25840 1.56924  C6 1.155
36 H 2.49590 1.16495 0.55951  C6 1.146
37 H 4.41376 0.61241 -1.24202  C7 1.150
38 H 5.21070 -0.56023 0.05589  C7 1.145
39 H 3.14919 -2.00686 0.01939  C8 1.148
40 H 3.86026 -1.92182 -1.70621  C8 1.161
41 H 2.06928 -0.81433 -2.66477  C9 1.158
42 H 1.71675 0.34862 -1.26127  C9 1.143
43 H 1.14514 -2.65335 -0.50813  C10 1.152
44 H 0.33514 -2.23412 -2.10812  C10 1.151
45 H -0.73721 0.98244 -0.91067  N12 1.030
46 H -2.82688 1.96349 1.84498  C14 1.147
47 H -4.20878 0.88579 1.29807  C14 1.161
48 H -4.73092 2.11302 -0.63848  C15 1.157
49 H -4.69372 4.30485 0.39283  C16 1.154
50 H -3.01080 4.01663 1.24469  C16 1.151
51 H -3.07186 4.57283 -0.50667  C16 1.153
52 H -3.31594 2.40918 -2.26716  O17 0.989
53 H -3.39279 -1.23078 3.20727  C19 1.155
54 H -2.82686 -2.84419 2.53272  C19 1.161
55 H -4.34063 -2.11303 1.79084  C19 1.155
56 C -6.54778 -0.04158 -2.69625  C57 1.521, H60 1.095, H61 1.094, H62 1.094
57 C -7.54353 0.98735 -3.20968  C56 1.521, C58 1.521, O59 1.424, H63 1.094
58 C -8.62871 1.26874 -2.18226  C57 1.521, H64 1.095, H65 1.093, H66 1.094
59 O -8.14134 0.50898 -4.41084  C57 1.424, H67 0.967
60 H -7.04320 -0.99524 -2.48747  C56 1.095
61 H -5.78028 -0.24268 -3.44913  C56 1.094
62 H -6.05831 0.30488 -1.78108  C56 1.094
63 H -7.01953 1.91598 -3.45446  C57 1.094
64 H -9.19710 0.36087 -1.95579  C58 1.095
65 H -9.34302 2.00049 -2.56888  C58 1.093
66 H -8.20199 1.65428 -1.25206  C58 1.094
67 H -8.60804 -0.31285 -4.20533  O59 0.967
68 C 6.04784 -5.77401 1.92106  C69 1.520, H72 1.095, H73 1.093, H74 1.093
69 C 5.03264 -4.74649 1.44666  C68 1.520, C70 1.520, O71 1.427, H75 1.094
70 C 3.95790 -4.50425 2.49450  C69 1.520, H76 1.095, H77 1.093, H78 1.093
71 O 4.42319 -5.20388 0.24008  C69 1.427, H79 0.967
72 H 5.56679 -6.73870 2.11287  C68 1.095
73 H 6.80717 -5.94643 1.15349  C68 1.093
74 H 6.54501 -5.44414 2.83697  C68 1.093
75 H 5.54155 -3.80553 1.21788  C69 1.094
76 H 3.40351 -5.42447 2.70641  C70 1.095
77 H 3.22961 -3.77267 2.13475  C70 1.093
78 H 4.39186 -4.13594 3.42778  C70 1.093
79 H 3.97031 -6.03649 0.43227  O71 0.967

As for the electronic energy: -1407.9405 Ha. The value obtained for the HOMO energy is -12.1 eV. The frontier orbital gap comes out at 8.62 eV. As for the net charge: +1. The multiplicity is 1.

These are the Löwdin partial charges, in e, on atoms 1 to 6: number 1, C, carries -0.14; number 2, C, carries -0.27; number 3, C, carries -0.21; number 4, C, carries -0.21; number 5, C, carries -0.20; number 6, C, carries -0.22

A cluster of 8 separate species, C24H48O24 in total, computed with ωB97M-V/def2-TZVPD.

Each atom is followed by the atoms it is bonded to, with distances in Å.
Geometry (Å):
1 C -1.29623 -4.02050 -3.69868  O2 1.457, H7 1.089, H8 1.068, H9 1.085
2 O -0.42108 -3.45671 -4.71873  C1 1.457, C3 1.306
3 C -0.41361 -2.18121 -4.99965  O2 1.306, O4 1.220, O5 1.357
4 O -1.13376 -1.39849 -4.40248  C3 1.220
5 O 0.58048 -1.89831 -5.87829  C3 1.357, C6 1.436
6 C 0.92410 -0.50815 -5.98364  O5 1.436, H10 1.052, H11 1.100, H12 1.116
7 H -1.02871 -5.07520 -3.75307  C1 1.089
8 H -2.28603 -3.84430 -4.05859  C1 1.068
9 H -1.01966 -3.55419 -2.75867  C1 1.085
10 H 1.03516 -0.12227 -5.01118  C6 1.052
11 H 0.13944 0.12747 -6.42007  C6 1.100
12 H 1.83623 -0.52090 -6.62714  C6 1.116
13 C 4.42998 1.30383 -2.11641  O14 1.456, H19 1.080, H20 1.067, H21 1.058
14 O 4.56174 -0.03318 -2.67797  C13 1.456, C15 1.370
15 C 3.89974 -0.06609 -3.87643  O14 1.370, O16 1.183, O17 1.329
16 O 3.57188 0.93449 -4.41471  C15 1.183
17 O 3.60694 -1.29669 -4.28343  C15 1.329, C18 1.413
18 C 3.79102 -2.50041 -3.56616  O17 1.413, H22 1.097, H23 1.075, H24 1.075
19 H 4.84044 1.18024 -1.12491  C13 1.080
20 H 3.40867 1.60730 -2.17524  C13 1.067
21 H 4.93451 2.04702 -2.67614  C13 1.058
22 H 4.84398 -2.72910 -3.35794  C18 1.097
23 H 3.31387 -3.24742 -4.17483  C18 1.075
24 H 3.33661 -2.32391 -2.60814  C18 1.075
25 C -2.68450 2.69880 1.36819  O26 1.449, H31 1.088, H32 1.079, H33 1.114
26 O -2.46964 1.48432 2.12952  C25 1.449, C27 1.335
27 C -2.90634 0.37562 1.52687  O26 1.335, O28 1.206, O29 1.286
28 O -3.43683 0.42219 0.44479  C27 1.206
29 O -2.74294 -0.65775 2.27391  C27 1.286, C30 1.423
30 C -2.65565 -1.92116 1.62495  O29 1.423, H34 1.093, H35 1.097, H36 1.095
31 H -3.75639 2.88450 1.33290  C25 1.088
32 H -2.25044 2.59914 0.38557  C25 1.079
33 H -2.05194 3.45264 1.88933  C25 1.114
34 H -3.52768 -2.08133 0.98537  C30 1.093
35 H -2.55513 -2.69121 2.39928  C30 1.097
36 H -1.70711 -1.95095 1.07926  C30 1.095
37 C -0.22304 8.80456 2.25612  O38 1.456, H43 1.075, H44 1.090, H45 1.097
38 O -0.46114 7.42222 1.86692  C37 1.456, C39 1.377
39 C 0.32725 6.96273 0.83536  O38 1.377, O40 1.230, O41 1.300
40 O 1.26543 7.58206 0.33539  C39 1.230
41 O -0.15601 5.79160 0.54615  C39 1.300, C42 1.488
42 C 0.64152 5.01271 -0.43943  O41 1.488, H46 1.059, H47 1.079, H48 1.080
43 H -1.12974 9.31266 1.98025  C37 1.075
44 H 0.64449 9.11150 1.67105  C37 1.090
45 H -0.00593 8.82299 3.33138  C37 1.097
46 H 1.68334 5.12810 -0.28601  C42 1.059
47 H 0.49368 5.43480 -1.42137  C42 1.079
48 H 0.31216 3.99876 -0.26579  C42 1.080
49 C 4.95920 3.48895 8.48153  O50 1.477, H55 1.084, H56 1.108, H57 1.121
50 O 4.04334 2.66025 7.67163  C49 1.477, C51 1.346
51 C 2.74500 2.96748 7.85106  O50 1.346, O52 1.199, O53 1.313
52 O 2.31544 3.68063 8.71354  C51 1.199
53 O 2.08045 2.31166 6.92852  C51 1.313, C54 1.445
54 C 0.68328 2.07093 7.20845  O53 1.445, H58 1.096, H59 1.101, H60 1.082
55 H 4.70656 4.53101 8.32357  C49 1.084
56 H 5.95709 3.31166 8.03454  C49 1.108
57 H 4.86446 3.19793 9.56000  C49 1.121
58 H 0.65964 1.20356 7.87806  C54 1.096
59 H 0.15103 1.78570 6.28733  C54 1.101
60 H 0.21203 2.92557 7.67527  C54 1.082
61 C 1.74057 -2.60923 0.20641  O62 1.443, H67 1.128, H68 1.087, H69 1.104
62 O 1.50229 -4.03185 0.18229  C61 1.443, C63 1.312
63 C 0.27033 -4.39042 -0.09130  O62 1.312, O64 1.269, O65 1.313
64 O -0.60896 -3.51924 -0.37006  C63 1.269
65 O 0.09306 -5.69114 -0.10610  C63 1.313, C66 1.437
66 C -1.21588 -6.12945 -0.50691  O65 1.437, H70 1.076, H71 1.069, H72 1.069
67 H 1.48275 -2.19962 -0.81231  C61 1.128
68 H 2.81846 -2.61801 0.34790  C61 1.087
69 H 1.15149 -2.13786 1.01266  C61 1.104
70 H -1.13212 -7.19999 -0.44222  C66 1.076
71 H -1.46336 -5.84774 -1.50789  C66 1.069
72 H -1.92363 -5.70076 0.16994  C66 1.069
73 C 1.37847 1.63099 2.31526  O74 1.465, H79 1.078, H80 1.089, H81 1.102
74 O 0.95389 0.43285 1.58759  C73 1.465, C75 1.316
75 C 0.30151 0.65578 0.46654  O74 1.316, O76 1.222, O77 1.336
76 O 0.35423 1.69010 -0.18282  C75 1.222
77 O -0.33228 -0.44068 0.04015  C75 1.336, C78 1.483
78 C -0.79792 -0.47747 -1.36737  O77 1.483, H82 1.061, H83 1.099, H84 1.105
79 H 0.50084 2.14101 2.67789  C73 1.078
80 H 1.90195 2.36399 1.70298  C73 1.089
81 H 1.99879 1.28286 3.15719  C73 1.102
82 H -1.07352 0.48185 -1.72831  C78 1.061
83 H -1.67503 -1.13625 -1.42631  C78 1.099
84 H 0.04423 -0.89020 -1.95125  C78 1.105
85 C -4.13777 -2.00404 -1.84167  O86 1.440, H91 1.052, H92 1.071, H93 1.124
86 O -4.40590 -3.20074 -2.59610  C85 1.440, C87 1.367
87 C -4.32339 -4.35993 -1.87586  O86 1.367, O88 1.200, O89 1.369
88 O -4.12301 -4.38424 -0.69294  C87 1.200
89 O -4.60808 -5.48532 -2.60114  C87 1.369, C90 1.406
90 C -5.34785 -5.36806 -3.79122  O89 1.406, H94 1.086, H95 1.085, H96 1.033
91 H -3.92402 -1.25582 -2.54969  C85 1.052
92 H -3.36211 -2.26469 -1.15064  C85 1.071
93 H -5.03455 -1.75132 -1.21340  C85 1.124
94 H -5.17942 -6.30886 -4.30733  C90 1.086
95 H -4.98356 -4.54649 -4.39952  C90 1.085
96 H -6.32114 -5.28815 -3.45543  C90 1.033

As for the electronic energy: -2749.0220 Ha. The value obtained for the HOMO energy is -10.6 eV. The frontier orbital gap comes out at 11.05 eV. The multiplicity is 1.

These are the Löwdin partial charges, in e, on atoms 1 to 6: number 1, C, carries 0.02; number 2, O, carries -0.01; number 3, C, carries -0.60; number 4, O, carries 0.10; number 5, O, carries -0.01; number 6, C, carries -0.04

> Among the records above, which one has the lowest electronic energy?

C24H48O24